Entry 1:
{"formula": "C3H7PS", "method": "ωB97M-V/def2-TZVPD", "homo_lumo_gap_ev": 9.7, "e_tot_ha": -857.950855, "smiles": "CC#P.CS", "e_homo_ha": -0.3318, "elements": ["S", "P", "C", "C", "C", "H", "H", "H", "H", "H", "H", "H"], "positions_angstrom": [[0.6515, 2.0335, 0.9193], [-1.6207, -1.1466, -1.5525], [-0.1852, -1.7677, -1.5020], [-1.1754, 2.1096, 1.3429], [1.1909, -2.1242, -1.3378], [-1.0735, 2.2668, 2.3616], [1.5885, -2.8097, -2.1235], [1.7968, -1.3133, -1.5182], [-1.6127, 1.1749, 0.9149], [-1.6538, 3.0616, 1.0078], [0.7906, 1.1599, 1.8681], [1.3030, -2.6448, -0.3806]], "mulliken_charge": [-0.181, -0.371, 0.254, -0.682, -0.671, 0.295, 0.275, 0.286, 0.167, 0.278, 0.104, 0.245]}

Entry 2:
{"formula": "C42H53Cl5N8O3Y", "method": "ωB97M-V/def2-TZVPD", "homo_lumo_gap_ev": 8.2, "e_tot_ha": -4635.211355, "charge": 1, "e_homo_ha": -0.3796, "elements": ["Y", "Cl", "Cl", "Cl", "Cl", "Cl", "O", "O", "O", "N", "N", "N", "N", "N", "N", "N", "N", "C", "C", "C", "C", "C", "C", "C", "C", "C", "C", "C", "C", "C", "C", "C", "C", "C", "C", "C", "C", "C", "C", "C", "C", "C", "C", "C", "C", "C", "C", "C", "C", "C", "C", "C", "C", "C", "C", "C", "C", "C", "C", "H", "H", "H", "H", "H", "H", "H", "H", "H", "H", "H", "H", "H", "H", "H", "H", "H", "H", "H", "H", "H", "H", "H", "H", "H", "H", "H", "H", "H", "H", "H", "H", "H", "H", "H", "H", "H", "H", "H", "H", "H", "H", "H", "H", "H", "H", "H", "H", "H", "H", "H", "H", "H"], "positions_angstrom": [[-0.4855, -1.1953, 1.0616], [0.9844, -3.8538, 0.8392], [-2.2433, -8.1437, 0.5379], [-4.7286, -6.3760, 0.9179], [0.5931, -6.9519, 0.6924], [-4.3663, -3.1438, 1.0100], [-2.5537, -0.5042, 0.8513], [-1.3399, 4.4795, -3.7923], [3.2370, 1.8330, -2.3337], [-0.5914, 0.8120, -0.6992], [-0.0418, 2.9857, -1.8246], [5.0425, 2.6162, -1.2027], [-0.3030, -2.0876, -1.3553], [-4.3019, 0.2819, -0.3830], [2.1084, -0.7625, 0.6584], [-4.3133, 0.4789, 1.9293], [-0.1900, -1.9866, 3.4340], [-5.6057, 0.9138, -0.4086], [-0.7771, -0.9154, 4.2837], [-0.3136, -3.3498, -5.5171], [7.2495, 2.7946, -0.0508], [-2.0737, -6.4596, 0.6439], [-5.7870, 0.5853, 2.0108], [-3.6825, 0.0603, 0.8020], [1.2117, -2.0286, 3.8128], [0.5474, 3.1082, -3.1780], [5.2536, 3.5350, -2.3232], [-1.7188, -3.6498, 0.9289], [-3.6843, 0.1168, 3.1987], [-0.3382, -2.8860, -4.0638], [-0.1425, 1.3615, 4.9121], [-3.6427, 0.0759, -1.6328], [-0.8134, -3.2718, 3.7579], [-0.7963, -5.9142, 0.6567], [4.4601, -1.1185, 1.0446], [-2.9589, -4.2400, 0.9013], [-6.4587, 0.2518, 0.6801], [4.7921, -0.0399, 0.2463], [0.8234, -2.1198, -2.0809], [0.4621, 3.0087, 3.3371], [-0.0826, 0.7455, 2.5170], [-0.3377, 1.7841, -1.2954], [3.1074, -1.4252, 1.2353], [-0.8673, 4.1395, -1.4298], [-0.5745, 3.3535, -4.1750], [3.9642, 1.7880, -1.3456], [0.3343, 2.0643, 2.3237], [2.4423, 0.2542, -0.1287], [5.8663, 2.8011, -3.5451], [-0.3336, 0.4504, 3.8973], [0.2331, 2.6753, 4.6592], [-0.6957, -4.5163, 0.7738], [5.7279, 2.9714, 0.0280], [3.7466, 0.6838, -0.3444], [-1.4398, -2.4347, -1.9660], [0.8456, -2.5590, -3.3995], [-1.4979, -2.8137, -3.3172], [-3.1748, -5.5987, 0.8327], [-1.9414, 4.3662, -2.5197], [-1.8608, -0.9891, 4.2376], [7.7194, 3.4114, -0.8149], [-1.3058, -3.4372, -5.9397], [-2.7169, 0.6063, 3.2930], [1.8016, -2.6581, -3.9232], [-7.4892, 0.6148, 0.6380], [0.2806, -2.6303, -6.0641], [0.1771, -4.3107, -5.6611], [-0.2516, 1.0131, 5.9412], [-6.1036, -0.1263, 2.7786], [5.2305, 1.9988, -3.9352], [6.8546, 2.3497, -3.3110], [5.8367, 0.1720, 0.0152], [-2.6350, -0.2738, -1.4598], [5.2920, 2.4167, 0.8792], [7.6817, 3.0458, 0.9241], [-0.4958, -1.1297, 5.3180], [-6.0828, 1.5773, 2.3804], [-0.2197, 3.5744, -5.1751], [7.5060, 1.7341, -0.2449], [4.2853, 3.9517, -2.5797], [-5.5052, 1.9945, -0.2481], [-6.0275, 0.6922, -1.3629], [5.8987, 4.3296, -1.9397], [1.7588, -2.8399, 3.3241], [1.6515, -1.0451, 3.6163], [0.5908, 2.3925, 1.3223], [0.8486, 3.9875, 3.0723], [-0.3234, -4.0717, 3.2280], [1.3271, -2.2023, 4.8865], [-3.6005, -0.9763, 3.2989], [2.8348, -2.2524, 1.8682], [5.4819, 4.0128, 0.2102], [-2.4554, -3.0893, -3.7404], [-6.4507, -0.8350, 0.5299], [-1.3024, 3.9443, -0.4663], [-3.5127, 1.0119, -2.1987], [1.1541, 2.2113, -3.3432], [-0.8027, -3.5003, 4.8240], [1.6191, 0.7275, -0.6313], [-0.1556, 4.9869, -1.3520], [5.9978, 3.5181, -4.3333], [0.3448, 3.3696, 5.4835], [-4.3165, 0.4088, 4.0256], [-4.1584, -0.5964, -2.3047], [1.7129, -1.9152, -1.4983], [-1.2126, 2.4661, -4.2569], [1.2265, 3.9562, -3.1366], [-1.8514, -3.2950, 3.4218], [-2.4585, 5.3123, -2.3171], [-2.2952, -2.4644, -1.3361], [5.2797, -1.7069, 1.4585], [-2.6384, 3.5273, -2.5048]], "mulliken_charge": [0.012, -0.314, -0.184, -0.184, -0.185, -0.196, 0.689, -0.420, -0.647, -0.027, 0.258, 0.334, 0.699, 0.478, 1.315, 0.208, 1.275, -0.775, -1.535, -1.521, -1.083, 0.552, -0.701, -0.573, -1.395, -0.341, -0.603, -1.545, -1.258, 1.186, -0.637, -0.635, -1.612, -0.296, -1.735, 0.955, -0.586, 0.015, -0.650, -0.938, 1.527, -0.147, -0.380, -0.537, -0.607, 0.023, -0.203, -0.825, -1.178, 0.354, -1.042, 1.514, -0.862, 0.316, -0.709, -1.147, -1.588, -0.288, -0.366, 0.428, 0.351, 0.375, 0.176, 0.471, 0.408, 0.388, 0.326, 0.415, 0.415, 0.296, 0.301, 0.473, -0.315, 0.497, 0.409, 0.537, 0.329, 0.389, 0.240, 0.239, 0.269, 0.499, 0.493, 0.383, 0.425, 0.496, 0.447, 0.489, 0.423, 0.395, 0.225, 0.480, 0.421, 0.221, 0.402, 0.322, 0.390, 0.388, 0.270, 0.313, 0.428, 0.389, 0.572, 0.343, 0.529, 0.276, 0.193, 0.277, 0.391, 0.817, 0.457, 0.172]}

Entry 3:
{"formula": "C3H7OPS", "method": "ωB97M-V/def2-TZVPD", "homo_lumo_gap_ev": [7.3, 6.2], "e_tot_ha": -933.112479, "s_squared": 2.012, "spin_multiplicity": 3, "e_homo_ha": [-0.2456, -0.3361], "elements": ["S", "P", "O", "C", "C", "C", "H", "H", "H", "H", "H", "H", "H"], "positions_angstrom": [[-2.5642, 0.1804, -0.0641], [-0.6814, -0.1790, 0.1067], [0.2545, -1.7542, -1.6515], [-0.0889, -1.1269, 1.5179], [0.3036, 2.2724, -0.8603], [0.6039, 1.0297, -0.5132], [1.1459, 2.9022, -1.2858], [1.5135, 0.4877, -0.5931], [-0.5202, -2.2324, 1.4696], [-0.7734, 2.6884, -0.9993], [0.2836, -2.4932, -1.1255], [0.9815, -1.1005, 1.5518], [-0.4584, -0.6745, 2.4468]], "mulliken_charge": [-0.345, 0.384, -0.377, -0.939, -0.493, -0.221, 0.228, 0.311, 0.257, 0.208, 0.317, 0.347, 0.323]}

Entry 4:
{"formula": "C5H10N", "method": "ωB97M-V/def2-TZVPD", "homo_lumo_gap_ev": [6.1, 9.9], "e_tot_ha": -250.791706, "charge": 1, "e_homo_ha": [-0.4403, -0.5035], "elements": ["N", "C", "C", "C", "C", "C", "H", "H", "H", "H", "H", "H", "H", "H", "H", "H"], "positions_angstrom": [[2.1580, -0.6440, 0.0482], [0.7598, -0.1899, -0.3544], [-1.6236, -0.2622, 0.6369], [0.4707, 1.1855, -0.4868], [-2.0598, -0.5361, -0.6767], [-0.1293, 0.2956, 0.6884], [-1.5172, -1.2880, 1.2219], [2.0964, -1.5932, 0.3233], [-0.2472, 1.5582, -1.2768], [-2.2552, 0.4783, 1.1628], [1.1026, 2.0220, -0.3704], [-3.1310, -0.5657, -0.9197], [0.2298, 0.4618, 1.6239], [2.7321, -0.6976, -0.8621], [-1.4686, -0.1742, -1.5006], [2.8823, -0.0503, 0.7422]], "mulliken_charge": [-0.327, -0.053, -0.173, -0.599, -0.915, -0.336, 0.267, 0.363, 0.190, 0.365, 0.313, 0.311, 0.451, 0.419, 0.296, 0.427]}